Computed, not measured: a molecular structure, C34H56N5OP2W, with ωB97M-V/def2-TZVPD.

Geometry as ORCA input:
```
! RIJCOSX wB97M-V def2-TZVPD def2/J DEFGRID3
* xyz -1 1
H 2.053 -4.019 0.651
H -0.698 -1.096 -5.399
C -2.274 -4.125 -3.630
H -1.805 1.132 1.096
H -4.881 1.769 -0.249
C -3.386 0.471 -3.503
H 0.241 0.225 4.582
H -2.021 -3.667 1.985
H -2.793 2.677 3.498
H 3.221 -0.837 -0.301
H 2.117 5.647 -3.276
P -3.372 0.614 -1.714
C 2.194 2.398 -2.316
C -2.859 1.742 2.931
C -0.552 0.852 4.176
H -0.381 -4.593 0.297
C 0.473 4.247 -3.385
N 1.968 0.543 2.244
H 2.317 0.538 -4.124
H -1.357 -3.358 -1.849
C 2.825 0.228 3.391
C -1.139 -1.953 -4.904
C -1.886 0.565 4.902
H 3.751 1.189 5.081
H -2.046 1.318 5.681
C -0.216 -1.087 -2.761
H 0.146 -4.873 1.953
H 3.675 3.968 -2.327
H -4.367 0.158 -3.865
H 2.398 -1.199 -3.801
W 0.455 0.103 -1.569
H -3.127 1.439 -3.934
N 0.117 -0.300 0.406
C -0.038 -4.091 1.203
C -2.467 -3.967 -5.000
H -2.700 -4.982 -3.118
H -2.004 -2.729 -6.695
C -1.097 -3.134 1.735
C 3.167 1.474 4.201
N 2.627 0.007 -2.120
H 1.687 1.989 0.757
H -1.000 2.713 -3.310
C 0.864 1.973 -2.536
H -1.081 2.494 1.936
C -3.053 0.595 3.913
C -1.881 -2.873 -5.627
O -2.090 1.098 -1.137
C 3.503 2.400 1.879
H -0.326 -3.163 3.747
H 1.982 -3.246 2.973
H -3.090 -0.345 3.356
H -0.250 1.899 4.343
C 2.834 -0.233 -3.558
C -0.569 -2.419 2.973
H 3.152 1.374 -0.662
H -4.002 0.684 4.449
C 1.781 4.636 -3.080
H -1.315 -1.746 3.389
C 3.936 2.492 3.349
H 3.911 -0.218 -3.783
H -3.890 -0.944 0.012
H -1.843 -0.404 5.406
H 2.327 -0.514 4.016
H 4.130 1.681 1.345
C 1.253 -3.327 0.936
H -2.627 -0.247 -3.809
H 3.755 3.500 3.728
C 3.126 1.358 -1.762
H -4.511 2.715 -1.696
C 3.382 -1.002 -1.365
H 1.099 -2.624 0.111
H 2.579 -1.953 1.935
P 0.492 -0.206 1.877
H 3.618 3.361 1.374
H 4.158 1.508 -2.117
C -4.752 1.716 -1.331
H 4.458 -0.945 -1.603
H -3.105 -1.716 -1.373
H 5.012 2.317 3.433
H -5.680 1.377 -1.791
C 0.035 2.965 -3.108
H -3.722 1.845 2.268
N -0.695 0.591 2.757
C 2.062 1.927 1.781
H -4.832 -1.304 -1.464
C 2.644 3.697 -2.544
H -3.048 -4.684 -5.565
H 1.419 2.590 2.384
H 2.992 -1.985 -1.626
C -3.861 -0.993 -1.078
N 0.658 -1.666 2.718
H -0.211 4.970 -3.818
C -1.530 -3.208 -2.909
C -1.585 1.528 2.089
C -0.953 -2.073 -3.512
H -1.326 -2.383 0.971
H 2.239 1.918 4.570
C 1.697 -2.550 2.171
H 3.765 -0.232 3.047
*
```

Energy above the lowest of the compared OMol25 structures with the same formula, charge and spin = 4.4 kcal per mole
Energy = -2427.98697 hartree
HOMO (alpha / beta) = -1.11 / -1.10 eV
HOMO-LUMO gap (alpha / beta) = 3.80 / 3.80 eV